Run w
C20H22N2O2 | ωB97M-V/def2-TZVPD

Structure (XYZ):
```
46
C20H22N2O2 | OMol25 | ωB97M-V/def2-TZVPD
C -0.805 -1.185 -2.213
O -1.157 -2.548 -2.141
C -1.346 -3.028 -0.837
C -0.038 -3.231 -0.060
O 0.279 -2.052 0.644
C 1.529 -2.095 1.286
C 1.773 -0.743 1.966
N 1.941 0.310 1.007
C 0.966 1.059 0.377
C -0.434 0.909 0.645
C -1.360 1.637 0.001
C -2.796 1.529 0.155
C -3.409 0.503 0.881
C -4.784 0.437 0.988
C -5.582 1.390 0.375
C -4.991 2.410 -0.354
C -3.616 2.476 -0.466
N 1.467 1.901 -0.496
C 2.816 1.711 -0.479
C 3.824 2.332 -1.211
C 5.121 1.925 -0.990
C 5.428 0.924 -0.064
C 4.446 0.294 0.674
C 3.138 0.698 0.459
H 0.134 -0.974 -1.694
H -0.694 -0.955 -3.271
H -1.589 -0.553 -1.780
H -1.845 -3.992 -0.955
H -1.991 -2.349 -0.262
H -0.148 -4.066 0.650
H 0.765 -3.484 -0.768
H 1.546 -2.898 2.040
H 2.328 -2.293 0.554
H 0.928 -0.512 2.618
H 2.679 -0.808 2.574
H -0.710 0.153 1.362
H -1.007 2.378 -0.703
H -2.805 -0.255 1.356
H -5.241 -0.365 1.551
H -6.657 1.336 0.461
H -5.607 3.155 -0.837
H -3.159 3.272 -1.036
H 3.582 3.103 -1.925
H 5.927 2.386 -1.542
H 6.460 0.636 0.075
H 4.695 -0.481 1.385
```

## Properties
charge: 0
SMILES: COCCOCCn1c(/C=C/c2ccccc2)nc2ccccc21
molecular weight: 322.41 u

***

Run x
C20H22N2O2 | ωB97M-V/def2-TZVPD

Structure (XYZ):
```
46
C20H22N2O2 | OMol25 | ωB97M-V/def2-TZVPD
C -1.172 3.684 2.427
C -1.170 2.230 2.887
N -0.784 1.300 1.830
C 0.158 0.270 2.212
C 1.551 0.772 2.505
C 2.019 1.985 2.023
C 3.310 2.402 2.299
C 4.151 1.607 3.057
C 3.694 0.393 3.540
C 2.402 -0.019 3.268
C -1.678 1.130 0.818
O -2.731 1.754 0.780
C -1.389 0.155 -0.258
N -2.487 -0.527 -0.735
C -2.115 -1.314 -1.780
C -2.844 -2.188 -2.573
C -2.182 -2.870 -3.572
C -0.806 -2.694 -3.785
O -0.093 -3.345 -4.759
C -0.765 -4.247 -5.600
C -0.074 -1.825 -2.993
C -0.726 -1.127 -1.981
C -0.284 -0.177 -1.011
C 1.102 0.368 -0.941
H -0.179 4.001 2.120
H -1.498 4.318 3.247
H -1.860 3.807 1.596
H -2.180 1.973 3.231
H -0.468 2.102 3.712
H -0.222 -0.244 3.108
H 0.203 -0.470 1.410
H 1.370 2.610 1.430
H 3.659 3.351 1.918
H 5.159 1.932 3.272
H 4.343 -0.234 4.133
H 2.048 -0.967 3.650
H -3.421 -0.357 -0.401
H -3.903 -2.331 -2.419
H -2.745 -3.547 -4.195
H -1.547 -3.751 -6.185
H -0.006 -4.636 -6.278
H -1.203 -5.078 -5.038
H 0.983 -1.710 -3.174
H 1.784 -0.334 -0.458
H 1.124 1.303 -0.391
H 1.471 0.546 -1.949
```

## Properties
charge: 0
SMILES: CCN(Cc1ccccc1)C(=O)c1[nH]c2ccc(OC)cc2c1C
molecular weight: 322.41 u

***

Energy above the most stable structure, in eV: run w 1.157; run x 0.000

***

Run w
C9H22N3 | ωB97M-V/def2-TZVPD

Structure (XYZ):
```
34
C9H22N3 | OMol25 | ωB97M-V/def2-TZVPD
C 1.686 0.717 -0.280
C 0.713 -0.080 -2.472
C 2.356 -2.604 0.778
C -2.957 -0.435 0.340
C -2.209 1.558 1.833
C -2.039 1.648 -0.623
C 1.759 0.803 -1.803
C 2.880 -1.319 0.154
C -1.959 0.684 0.554
N 2.133 -0.172 0.540
N -0.603 0.276 0.551
N -0.202 -0.382 1.438
H 1.237 1.503 0.325
H 0.691 -0.015 -3.557
H -0.258 0.291 -2.242
H 0.652 -1.172 -2.162
H 1.144 -2.685 0.757
H 2.573 -3.612 0.303
H 2.480 -2.575 1.826
H -2.569 -1.243 -0.323
H -3.348 -0.840 1.405
H -3.835 -0.063 -0.322
H -1.505 2.249 1.976
H -2.191 0.832 2.653
H -3.298 1.939 2.031
H -2.411 1.217 -1.551
H -2.437 2.624 -0.417
H -0.924 1.786 -0.759
H 1.513 1.916 -1.973
H 2.799 0.649 -2.150
H 3.948 -1.346 0.485
H 2.728 -1.538 -0.903
H 2.357 0.180 1.514
H -0.905 -0.791 2.074
```

## Properties
charge: +1
molecular weight: 172.30 u

***

Run x
C9H22N3 | ωB97M-V/def2-TZVPD

Structure (XYZ):
```
34
C9H22N3 | OMol25 | ωB97M-V/def2-TZVPD
C -3.038 -1.922 0.725
C -1.558 -1.370 0.643
C -1.640 -0.029 -0.096
N -2.368 0.942 0.494
N -2.402 2.216 -0.221
C -0.081 0.490 -0.716
C 0.171 -0.325 -2.002
C 1.281 0.811 -0.068
C 1.253 2.245 0.340
N 2.304 0.012 0.144
C 2.033 -1.435 0.183
C 3.619 0.317 0.609
H -3.025 -2.549 1.711
H -3.757 -1.191 0.852
H -3.286 -2.530 -0.117
H -1.223 -1.305 1.609
H -0.880 -1.968 0.173
H -2.134 -0.388 -1.138
H -2.186 0.925 1.495
H -2.837 1.952 -1.066
H -2.912 2.828 0.393
H -0.279 1.513 -1.146
H 1.206 -0.149 -2.521
H 0.192 -1.420 -2.066
H -0.612 0.086 -2.801
H 0.146 2.558 0.618
H 1.503 3.060 -0.386
H 2.025 2.395 1.008
H 2.597 -1.764 -0.769
H 2.613 -1.951 0.943
H 0.939 -1.746 0.129
H 4.252 0.137 -0.255
H 3.632 1.287 0.969
H 3.848 -0.392 1.330
```

## Properties
charge: +1
SMILES: CC[C@@H](NN)[C@H](C)C(C)=[N+](C)C
molecular weight: 172.30 u

***

Energy above the most stable structure, in eV: run w 0.000; run x 0.159

***

Run w
C4H9N4 | ωB97M-V/def2-TZVPD

Structure (XYZ):
```
17
C4H9N4 | OMol25 | ωB97M-V/def2-TZVPD
C -0.016 1.505 1.079
C 0.096 0.487 -1.715
C -0.001 0.161 1.084
C 0.067 -0.319 -2.937
N -0.078 2.180 -0.078
N 0.061 1.467 -1.095
N -0.048 -0.860 0.175
N 0.028 -0.465 2.597
H 0.015 2.057 1.926
H -0.736 -1.205 -2.982
H 1.110 -0.678 -3.036
H -0.132 0.208 -3.927
H 0.514 -1.681 0.296
H -0.996 -1.037 -0.054
H 0.927 -0.236 3.015
H -0.066 -1.509 2.552
H -0.744 -0.076 3.101
```

## Properties
charge: +1
molecular weight: 113.14 u

***

Run x
C4H9N4 | ωB97M-V/def2-TZVPD

Structure (XYZ):
```
17
C4H9N4 | OMol25 | ωB97M-V/def2-TZVPD
C -0.854 -2.805 0.387
C -0.768 -0.602 0.288
C 1.645 2.078 -0.067
C -0.664 1.192 -0.666
N -1.237 -1.708 -0.335
N -0.333 -2.408 1.502
N -0.231 -1.068 1.400
N 0.642 1.306 -0.944
H -1.185 -3.881 0.344
H 1.315 3.111 -0.100
H 1.800 1.622 0.978
H 2.536 1.914 -0.579
H -1.219 0.734 -1.399
H -1.091 1.833 0.180
H 0.290 -0.517 2.061
H 0.958 0.739 -1.728
H -1.605 -1.538 -1.321
```

## Properties
charge: +1
molecular weight: 113.14 u

***

Run y
C4H9N4 | ωB97M-V/def2-TZVPD

Structure (XYZ):
```
17
C4H9N4 | OMol25 | ωB97M-V/def2-TZVPD
C 0.104 2.090 0.017
C 0.972 0.895 0.164
N 2.169 0.846 0.558
N 2.703 -0.397 0.472
C 1.948 -1.290 0.045
C 0.444 -0.435 -0.376
N -0.019 -0.631 -1.693
N -0.560 -1.095 0.621
H 0.287 2.858 0.849
H -0.824 1.696 0.015
H 0.476 2.605 -0.933
H 2.159 -2.408 0.112
H 0.642 -1.070 -2.287
H -0.708 0.042 -2.096
H -1.506 -0.862 0.329
H -0.336 -0.889 1.545
H -0.521 -2.171 0.492
```

## Properties
charge: +1
SMILES: CC1=NN=C[C@@]1(N)[NH3+]
molecular weight: 113.14 u

***

Energy above the most stable structure, in eV: run w 2.313; run x 0.000; run y 1.069

***

Run w
C5H7N2S | ωB97M-V/def2-TZVPD

Structure (XYZ):
```
15
C5H7N2S | OMol25 | ωB97M-V/def2-TZVPD
C 1.009 -0.967 -0.090
C 1.171 1.229 0.078
C 2.475 -0.756 -0.130
C -1.269 1.937 -0.219
C -1.094 0.397 0.037
N -0.208 2.588 0.306
N 0.361 0.131 -0.048
S 2.783 1.010 -0.128
H 0.520 -2.009 -0.137
H 3.201 -1.238 0.426
H 2.595 -1.241 -1.111
H -1.433 1.966 -1.349
H -2.113 2.306 0.351
H -1.470 0.342 1.004
H -1.514 -0.173 -0.746
```

## Properties
charge: +1
molecular weight: 127.19 u

***

Run x
C5H7N2S | ωB97M-V/def2-TZVPD

Structure (XYZ):
```
15
C5H7N2S | OMol25 | ωB97M-V/def2-TZVPD
C -1.139 0.986 0.425
C -0.607 0.083 -0.482
C -1.568 -0.895 -0.760
C 0.826 0.163 -1.023
C 1.444 -0.548 1.234
N -2.366 0.811 0.851
N 1.665 0.176 0.175
S -2.980 -0.483 0.097
H -0.603 1.859 0.709
H 0.979 -0.674 -1.674
H 1.062 0.944 -1.679
H 0.500 -1.141 1.043
H 2.067 -0.443 2.096
H 2.235 0.977 0.247
H -1.515 -1.817 -1.259
```

## Properties
charge: +1
molecular weight: 127.19 u

***

Run y
C5H7N2S | ωB97M-V/def2-TZVPD

Structure (XYZ):
```
15
C5H7N2S | OMol25 | ωB97M-V/def2-TZVPD
C 1.004 1.498 -0.189
N 1.960 0.633 -0.305
C 1.483 -0.685 -0.025
N 0.058 -0.482 0.528
C -0.943 -1.167 -0.207
S -2.582 -0.289 0.113
C -1.770 1.297 0.184
C -0.157 0.927 0.251
H 1.164 2.493 -0.420
H 1.209 -1.272 -0.922
H 2.367 -1.280 0.491
H 0.165 -0.603 1.533
H -0.658 -1.057 -1.225
H -1.044 -2.268 0.009
H -2.256 2.253 0.185
```

## Properties
charge: +1
SMILES: C1=NC[N@@H+]2CSC=C12
molecular weight: 127.19 u

***

Energy above the most stable structure, in eV: run w 4.513; run x 0.000; run y 2.402